Entry 1:
36
Properties=species:S:1:pos:R:3:forces:R:3 method="wB97M-V/def2-TZVPD" orbital_gap_ev="4.791 / 4.796" de_lowest_kj_mol=0.00 s_squared=2.01 spin_multiplicity=3 charge=-2
C -2.89436 -2.27034 -0.66158 -1.607 -0.508 -0.022
C -3.12037 -0.98624 -1.20463 -2.124 -0.426 -1.936
C -2.05588 -0.67847 -2.13585 -0.529 0.013 -1.561
H -3.99040 -0.37663 -1.00040 0.240 0.042 0.011
C -1.09391 -1.76580 -2.00992 -0.211 -1.413 -2.703
C -1.62968 -2.71468 -1.08085 0.496 -2.093 -1.613
H -1.14506 -3.64010 -0.76636 -0.156 0.463 -0.111
H -3.59046 -2.80723 -0.01063 0.572 0.416 -0.090
H -1.80229 0.33369 -2.44704 -0.382 -0.380 -0.622
H -0.08208 -1.78322 -2.39355 -0.219 -0.013 -0.206
Pd -1.28226 -0.80451 -0.34442 3.954 3.741 8.401
Br -2.09947 1.59063 0.64794 0.011 0.591 -0.474
C -0.40990 -0.81143 2.70084 -1.294 -0.397 0.095
C -0.19520 -2.09839 2.12381 -1.323 0.149 0.235
C -1.48772 -2.73380 1.99313 0.508 0.762 0.471
H 0.76095 -2.52575 1.83796 -0.124 0.112 0.067
C -2.48228 -1.80906 2.43129 0.680 0.149 0.582
C -1.82071 -0.62806 2.89236 0.784 -1.277 0.036
H -2.29643 0.26540 3.28833 0.104 -0.203 -0.244
H 0.35055 -0.07602 2.91834 -0.069 -0.091 -0.112
H -1.64554 -3.75755 1.65402 -0.074 0.219 -0.098
H -3.56596 -1.93113 2.35671 0.272 -0.066 0.102
O 2.00471 -0.05120 1.31380 0.629 0.028 -0.339
C 1.71003 0.34461 0.19318 -1.407 0.112 -1.002
O 0.91856 -0.14797 -0.69455 0.173 -0.648 0.807
C 2.27746 1.62294 -0.37147 0.680 0.802 -0.551
C 1.62358 2.34049 -1.40911 0.374 -0.186 0.600
C 2.25682 3.43437 -1.99582 0.245 -0.217 0.463
C 3.53093 3.81828 -1.55037 0.214 0.109 -0.003
C 4.16906 3.11157 -0.52226 -0.091 0.227 -0.286
C 3.55028 2.01253 0.05008 -0.698 -0.120 0.091
H 0.61950 2.03907 -1.71965 0.432 -0.017 0.201
H 1.75182 3.98428 -2.78907 0.149 -0.027 0.143
H 4.03550 4.67903 -2.00832 -0.207 -0.313 0.176
H 5.14634 3.40181 -0.14695 0.001 0.162 -0.221
H 3.98387 1.41888 0.86101 -0.004 0.299 -0.286



Entry 2:
27
Properties=species:S:1:pos:R:3:forces:R:3 method="wB97M-V/def2-TZVPD" smiles=Cc1ccccc1.CCSC orbital_gap_ev=9.176 de_lowest_kj_mol=241.47 spin_multiplicity=1 charge=0
C 1.76975 2.35638 0.20682 3.612 1.737 -0.903
C 0.44396 1.80224 0.59173 0.639 1.111 1.824
C 0.55855 0.86750 1.72069 -3.585 1.299 -2.187
C -0.61916 0.46640 2.32420 -0.103 0.195 0.494
C -1.87926 1.03074 1.91982 0.216 -0.331 1.974
C -1.93725 2.03402 0.96439 1.019 0.549 -1.507
C -0.73706 2.47427 0.22836 -1.235 -3.059 1.784
H 2.05108 3.48142 0.45403 -1.373 -2.011 0.089
H 2.11221 2.40666 -0.88624 -0.849 -0.792 1.216
H 2.55774 1.79901 0.80558 -0.686 0.574 -1.095
H 1.43224 0.34942 1.96777 1.498 -0.156 0.212
H -0.51802 -0.28266 3.16542 -0.583 0.890 -1.076
H -2.75916 0.69101 2.56788 1.033 0.738 -1.434
H -2.88848 2.50333 0.67238 0.378 -0.360 0.350
H -0.80330 3.09396 -0.67128 0.112 0.102 0.689
C 1.71295 -2.93126 -1.83930 0.410 0.117 1.655
C 0.41361 -2.35014 -2.25850 -0.800 3.511 -1.035
S -1.13505 -2.57483 -1.27765 0.297 -0.733 0.097
C -1.41573 -1.23315 -0.07669 -2.837 0.312 -2.130
H 2.56143 -2.92797 -2.59977 -1.211 0.436 1.043
H 1.44644 -3.96198 -1.63204 0.630 -0.401 0.393
H 1.91508 -2.38254 -0.85015 0.609 -1.120 -1.395
H 0.52516 -1.26656 -2.57661 -0.083 -0.606 1.123
H 0.11521 -2.64319 -3.22421 -0.583 -1.371 -1.165
H -1.53523 -0.32659 -0.69500 1.302 0.185 0.716
H -2.53587 -1.23415 0.18217 1.480 -0.992 -0.045
H -0.85184 -1.24133 0.81619 0.695 0.176 0.311



Entry 3:
88
Properties=species:S:1:pos:R:3:forces:R:3 method="wB97M-V/def2-TZVPD" orbital_gap_ev="6.130 / 5.598" de_lowest_kj_mol=221.99 s_squared=6.24 spin_multiplicity=5 charge=-1
Fe 0.36621 0.55864 -0.20154 -0.352 -0.648 -0.129
C 5.97844 3.29202 -3.47815 0.023 0.019 -0.013
C 4.67367 2.57558 -3.25408 -0.034 0.002 0.011
C 3.54667 3.26230 -2.80812 0.024 0.013 -0.001
C 2.34650 2.60312 -2.59286 -0.028 0.029 0.003
C 2.27792 1.23895 -2.82230 -0.003 0.028 -0.074
C 3.38191 0.53058 -3.26439 0.013 -0.049 0.009
C 4.57312 1.20498 -3.48325 0.012 -0.003 -0.005
S 0.72439 0.41974 -2.51527 0.192 0.169 0.007
O 0.95067 -0.99549 -2.90073 0.010 0.016 -0.078
O -0.26759 1.12577 -3.30822 -0.053 -0.053 -0.046
N 2.15672 0.12430 -0.22080 0.327 0.200 0.117
C 2.63183 -1.09184 -0.29997 -0.045 0.004 0.009
C 4.02707 -1.34486 -0.38010 -0.057 0.009 0.013
C 4.51956 -2.64743 -0.42531 -0.014 0.040 -0.005
C 3.67383 -3.73531 -0.37338 0.013 -0.035 -0.005
C 2.26550 -3.55157 -0.26853 0.008 -0.030 0.022
C 1.34644 -4.61219 -0.14272 0.007 0.019 -0.027
C 0.01356 -4.33151 0.00187 -0.001 -0.021 -0.005
C -0.39901 -2.99040 -0.00562 -0.049 0.018 -0.027
N 0.43498 -1.98345 -0.14695 -0.059 -0.031 0.035
C 1.74544 -2.24897 -0.25571 0.040 0.037 0.002
H 5.86242 4.36902 -3.35758 -0.003 -0.019 -0.002
H 6.36355 3.10338 -4.48244 -0.010 0.000 0.023
H 6.73848 2.95647 -2.76855 -0.024 -0.002 -0.012
H 3.60947 4.32944 -2.62624 0.002 -0.022 -0.008
H 1.46839 3.13805 -2.24548 0.039 -0.031 -0.018
H 3.29803 -0.53773 -3.42597 0.002 0.055 0.000
H 5.44196 0.65733 -3.83484 -0.023 0.016 0.010
H 4.68861 -0.48859 -0.41153 -0.007 -0.021 -0.010
H 5.58888 -2.80631 -0.49558 -0.021 0.000 0.004
H 4.06829 -4.74452 -0.39639 -0.002 0.033 0.004
H 1.70466 -5.63518 -0.14619 -0.003 0.011 0.009
H -0.72023 -5.11686 0.12510 0.022 0.019 0.001
H -1.44794 -2.73235 0.10732 0.034 -0.005 0.007
Cl -2.79842 7.37014 1.46943 -0.010 0.021 0.010
C -2.00993 5.88255 1.02275 0.000 -0.004 -0.003
C -1.13457 5.28103 1.90577 0.006 -0.030 -0.022
C -0.51813 4.09842 1.53591 -0.034 -0.017 -0.047
Cl 0.60313 3.38670 2.65172 0.011 -0.060 -0.021
C -0.74881 3.46173 0.29855 0.126 -0.127 0.051
O -0.16158 2.34644 -0.04490 0.065 0.465 0.026
C -1.63196 4.13981 -0.56453 -0.043 0.073 -0.020
Cl -1.90947 3.48030 -2.13671 -0.003 0.008 0.028
C -2.25895 5.32315 -0.21601 -0.011 -0.015 -0.029
H -0.92680 5.71955 2.87174 -0.006 -0.010 -0.027
H -2.93185 5.79928 -0.91598 0.024 -0.013 0.028
O -1.93495 -4.82147 8.29091 0.069 0.019 -0.030
S -2.34824 -3.49565 7.87443 -0.133 -0.038 0.072
O -3.17575 -3.46363 6.68536 0.057 0.038 -0.033
O -2.78625 -2.62213 8.94878 0.052 0.030 -0.022
C -0.78098 -2.71001 7.35822 0.057 0.023 -0.058
N 0.26100 -2.82175 8.18974 -0.009 0.016 0.003
C 1.39447 -2.26821 7.79459 -0.004 0.005 -0.051
C 1.53511 -1.60859 6.57929 -0.081 -0.007 0.060
C 0.39212 -1.52993 5.79915 0.025 -0.042 0.016
N -0.75749 -2.07193 6.19379 0.025 -0.042 0.028
C 0.36901 -0.89668 4.44967 0.003 0.020 0.006
C 1.48164 -0.29049 3.87446 0.012 -0.049 0.014
C 1.40931 0.17514 2.57810 0.012 0.092 -0.075
N 0.30175 0.08557 1.83468 -0.123 -0.054 0.200
C -0.79189 -0.43301 2.41092 0.084 -0.059 0.026
C -0.79986 -0.93508 3.69637 -0.025 0.023 0.009
H 2.24148 -2.36116 8.46939 -0.031 0.004 -0.006
H 2.48724 -1.19443 6.28032 -0.019 0.003 0.004
H 2.41662 -0.19232 4.40878 -0.023 -0.008 -0.018
H 2.26569 0.63148 2.09765 -0.027 -0.027 0.011
H -1.67950 -0.48373 1.79651 -0.014 0.015 -0.019
H -1.69258 -1.37608 4.12111 0.034 -0.003 -0.015
C -5.00217 -1.63350 -1.68473 0.015 -0.023 0.013
N -3.72198 -1.94255 -2.28452 -0.078 -0.012 0.061
C -2.53429 -1.35469 -1.97900 -0.019 0.014 -0.151
Se -2.31654 -0.00328 -0.75060 0.042 0.138 0.116
N -1.59304 -1.93018 -2.74565 0.005 0.107 -0.008
C -2.16111 -2.89567 -3.55390 0.042 -0.050 -0.036
C -1.61602 -3.75275 -4.49662 0.031 0.004 -0.033
C -2.48688 -4.63003 -5.12631 0.063 -0.009 -0.034
C -3.84945 -4.65196 -4.82087 -0.057 0.005 0.013
C -4.39357 -3.79307 -3.87617 -0.017 -0.007 -0.007
C -3.52067 -2.91319 -3.25562 -0.044 -0.030 0.029
H -4.90968 -0.70038 -1.13682 -0.008 0.001 0.006
H -5.30345 -2.42587 -0.99888 -0.018 0.000 0.007
H -5.75069 -1.52312 -2.46827 -0.001 0.002 -0.006
H -0.61731 -1.58361 -2.80583 0.009 -0.218 0.043
H -0.55879 -3.73003 -4.73063 -0.054 0.004 0.021
H -2.10215 -5.31407 -5.87338 -0.016 0.035 0.046
H -4.49535 -5.35494 -5.33147 0.015 0.018 0.017
H -5.44892 -3.81465 -3.63446 0.046 0.005 -0.012